Version 1
2 unconnected molecules or ions with the total composition C2H3FS. Source: the Open Molecules 2025 dataset; level of theory: ωB97M-V/def2-TZVPD.

Each line ends with the Mulliken charge.
Geometry (Å):
1 C 0.428 0.402 0.679  -0.68
2 C -0.286 -0.308 -0.313  0.37
3 F -0.836 -1.492 -0.059  -0.17
4 S -0.968 1.228 -0.165  -0.09
5 H 0.132 0.254 1.694  0.23
6 H 1.445 0.769 0.676  0.25
7 H 0.085 -0.853 -2.512  0.09



Version 2
C2H3FS in the gas phase. Source: the Open Molecules 2025 dataset; level of theory: ωB97M-V/def2-TZVPD.

Each line ends with the Mulliken charge.
Geometry (Å):
1 F -1.225 -0.962 -0.110  -0.24
2 C -0.609 0.230 -0.357  -0.13
3 C 0.724 -0.030 0.448  -0.17
4 S 2.147 -0.460 -0.239  -0.18
5 H -0.348 0.358 -1.382  0.25
6 H -1.312 1.061 0.035  0.21
7 H 0.623 -0.198 1.605  0.27

Values from the calculation:
* SMILES: FCC=S



Which one is most stable, and which one is least stable? version 2 is the most stable of them, while version 1 is the least stable.



Version 1
A molecular structure, C6H16N2O. Source: the Open Molecules 2025 dataset; level of theory: ωB97M-V/def2-TZVPD.

Each line ends with the Mulliken charge.
Geometry (Å):
1 C 1.953 -0.400 0.661  -0.27
2 C 3.326 -0.103 0.064  -1.31
3 N 0.931 -0.599 -0.360  -0.35
4 H 1.153 -1.367 -0.985  0.26
5 H 0.411 0.342 -0.807  0.48
6 H 2.002 -1.286 1.302  0.35
7 H 1.644 0.439 1.291  0.22
8 H 4.067 0.033 0.852  0.39
9 H 3.297 0.805 -0.541  0.32
10 H 3.663 -0.927 -0.567  0.35
11 C -1.486 1.628 0.254  -1.00
12 C -1.983 0.505 -1.841  -1.06
13 C -1.064 -0.983 1.490  -1.45
14 N -1.175 0.519 -0.633  -0.07
15 C -0.902 -0.940 -0.019  0.93
16 O -1.227 -1.895 -0.719  -0.73
17 H -0.693 1.757 0.991  0.29
18 H -2.433 1.485 0.787  0.30
19 H -1.569 2.551 -0.325  0.34
20 H -3.051 0.579 -1.616  0.32
21 H -1.700 1.341 -2.488  0.29
22 H -1.814 -0.436 -2.361  0.37
23 H -0.738 -1.964 1.833  0.34
24 H -0.492 -0.215 2.006  0.34
25 H -2.120 -0.870 1.730  0.37



Version 2
2 unconnected molecules or ions with the total composition C6H16N2O. Source: the Open Molecules 2025 dataset; level of theory: ωB97M-V/def2-TZVPD.

Each line ends with the Mulliken charge.
Geometry (Å):
1 C -1.766 -0.107 1.024  -0.80
2 C -0.927 0.920 1.763  -0.08
3 N -0.156 1.685 0.811  -0.34
4 O -1.702 1.752 2.619  -0.55
5 H -2.505 0.393 0.396  0.35
6 H -2.284 -0.750 1.730  0.36
7 H -1.058 -0.668 0.331  -0.03
8 H -0.216 0.422 2.430  0.32
9 H -0.775 2.145 0.149  0.20
10 H 0.380 2.399 1.293  0.24
11 H -2.502 2.017 2.150  0.32
12 C 0.141 -0.469 -2.203  -1.54
13 C 0.763 -0.958 -0.922  0.82
14 C 0.620 -2.431 -0.647  -1.33
15 C 1.697 -0.239 -0.268  -0.33
16 N 2.238 0.973 -0.683  -0.57
17 H -0.110 0.589 -2.128  0.38
18 H 0.816 -0.591 -3.052  0.40
19 H -0.763 -1.034 -2.417  0.34
20 H 1.085 -2.692 0.306  0.34
21 H -0.436 -2.719 -0.612  0.32
22 H 1.090 -3.024 -1.445  0.37
23 H 2.172 -0.653 0.610  0.31
24 H 1.636 1.481 -1.310  0.25
25 H 2.561 1.555 0.074  0.25

Values from the calculation:
* SMILES: C[C@@H](N)O.CC(C)=CN



Which one is most stable, and which one is least stable? version 2 is the most stable of them, while version 1 is the least stable.



Version 1
A molecular structure, C35H30BMnN9O. Source: the Open Molecules 2025 dataset; level of theory: ωB97M-V/def2-TZVPD.

Each line ends with the Mulliken charge.
Geometry (Å):
1 Mn 0.498 0.038 -0.398  0.40
2 C 2.605 4.266 -0.145  -1.26
3 C 2.338 2.966 -0.588  0.02
4 N 1.136 2.431 -0.627  0.49
5 C 0.071 3.194 -0.233  -0.18
6 C 0.252 4.514 0.260  0.85
7 C 1.543 5.031 0.298  -0.54
8 C -0.902 5.250 0.678  -1.04
9 C -2.138 4.720 0.552  -0.83
10 C -2.351 3.406 -0.004  1.24
11 C -3.616 2.896 -0.260  -1.15
12 C -3.708 1.656 -0.940  -1.12
13 C -2.568 0.944 -1.186  -0.54
14 N -1.320 1.330 -0.812  0.69
15 C -1.212 2.628 -0.339  -0.71
16 H 3.621 4.635 -0.142  0.44
17 H 3.155 2.330 -0.912  0.39
18 H 1.699 6.037 0.671  0.42
19 H -0.765 6.248 1.078  0.38
20 H -3.012 5.290 0.846  0.40
21 H -4.496 3.475 -0.013  0.42
22 H -4.659 1.268 -1.278  0.46
23 H -2.631 0.003 -1.716  0.52
24 C -0.307 0.663 3.848  -0.69
25 C 0.804 -0.024 4.330  -0.75
26 C 1.841 -0.346 3.470  -1.25
27 C 1.738 0.045 2.141  0.58
28 N 0.625 0.620 1.662  0.68
29 C -0.368 0.940 2.495  -0.72
30 C 2.819 -0.134 1.150  1.64
31 C 4.148 -0.284 1.537  -0.90
32 C 5.137 -0.410 0.573  -1.06
33 C 4.798 -0.386 -0.771  -0.90
34 C 3.473 -0.234 -1.168  0.35
35 C 2.489 -0.098 -0.208  0.30
36 H -1.130 0.938 4.491  0.47
37 H 0.854 -0.312 5.372  0.43
38 H 2.705 -0.896 3.811  0.46
39 H -1.225 1.425 2.040  0.52
40 H 4.420 -0.279 2.585  0.43
41 H 6.171 -0.521 0.872  0.39
42 H 5.569 -0.488 -1.525  0.48
43 H 3.223 -0.225 -2.220  0.55
44 B 1.712 -2.661 -2.846  0.01
45 N 1.006 -1.320 -3.262  -0.83
46 C 0.872 -1.013 -4.558  -0.33
47 C 0.407 0.283 -4.678  -1.20
48 C 0.275 0.716 -3.364  -0.61
49 N 0.636 -0.252 -2.517  1.65
50 N 1.446 -3.091 -1.374  -0.40
51 C 1.671 -4.336 -0.926  -0.41
52 C 1.397 -4.377 0.428  -1.31
53 C 1.000 -3.074 0.726  -0.48
54 N 1.033 -2.313 -0.365  1.15
55 H 1.248 -3.521 -3.560  -0.22
56 H 2.906 -2.548 -3.020  -0.11
57 H 1.124 -1.747 -5.305  0.42
58 H 0.190 0.828 -5.579  0.41
59 H -0.073 1.655 -2.971  0.40
60 H 2.006 -5.101 -1.607  0.44
61 H 1.471 -5.221 1.091  0.45
62 H 0.673 -2.654 1.667  0.51
63 N -5.506 -2.514 2.492  -0.39
64 C -4.243 -2.008 2.496  0.38
65 O -3.770 -1.450 3.467  -0.62
66 C -3.451 -2.169 1.231  0.13
67 C -3.775 -3.022 0.189  -0.69
68 C -2.942 -3.074 -0.919  -1.20
69 C -1.817 -2.270 -0.939  -0.36
70 N -1.502 -1.438 0.057  0.75
71 C -2.300 -1.399 1.113  -0.35
72 H -6.071 -2.307 3.299  0.25
73 H -5.978 -2.735 1.635  0.17
74 H -4.645 -3.666 0.234  0.41
75 H -3.149 -3.731 -1.751  0.50
76 H -1.135 -2.288 -1.781  0.18
77 H -2.042 -0.729 1.921  0.50

Values from the calculation:
* ⟨S²⟩: 8.974
* multiplicity: 6



Version 2
A molecular structure, C35H30BMnN9O. Source: the Open Molecules 2025 dataset; level of theory: ωB97M-V/def2-TZVPD.

Each line ends with the Mulliken charge.
Geometry (Å):
1 Mn -0.403 0.122 0.027  0.75
2 C -3.419 -2.497 2.289  -1.27
3 C -2.829 -1.587 1.417  -0.10
4 N -1.572 -1.186 1.517  0.47
5 C -0.788 -1.707 2.506  -0.47
6 C -1.323 -2.627 3.458  1.02
7 C -2.650 -3.009 3.327  -0.72
8 C -0.460 -3.113 4.487  -0.96
9 C 0.827 -2.712 4.553  -0.78
10 C 1.393 -1.797 3.597  1.00
11 C 2.707 -1.364 3.678  -1.15
12 C 3.169 -0.449 2.712  -1.29
13 C 2.321 -0.061 1.703  -0.41
14 N 1.049 -0.481 1.552  0.48
15 C 0.563 -1.322 2.542  -0.10
16 H -4.452 -2.786 2.153  0.49
17 H -3.401 -1.159 0.602  0.22
18 H -3.071 -3.711 4.038  0.40
19 H -0.861 -3.810 5.214  0.38
20 H 1.479 -3.076 5.339  0.40
21 H 3.350 -1.715 4.474  0.38
22 H 4.175 -0.055 2.743  0.50
23 H 2.687 0.632 0.957  0.38
24 C -0.407 3.646 2.602  -1.06
25 C -1.741 4.029 2.484  -0.53
26 C -2.573 3.368 1.608  -1.18
27 C -2.061 2.316 0.831  0.28
28 N -0.771 1.944 0.978  1.14
29 C 0.027 2.585 1.835  -0.25
30 C -2.846 1.553 -0.122  0.77
31 C -4.208 1.359 0.119  -0.94
32 C -4.979 0.493 -0.630  -1.30
33 C -4.370 -0.238 -1.676  -0.74
34 C -3.053 -0.069 -1.969  -0.97
35 C -2.199 0.805 -1.196  1.65
36 H 0.266 4.140 3.287  0.47
37 H -2.126 4.848 3.078  0.42
38 H -3.603 3.670 1.495  0.49
39 H 1.033 2.193 1.916  0.31
40 H -4.656 1.853 0.972  0.31
41 H -6.026 0.353 -0.403  0.36
42 H -4.963 -0.929 -2.262  0.45
43 H -2.622 -0.598 -2.806  0.20
44 B -0.309 -0.402 -3.548  -0.70
45 N -0.260 -1.568 -2.518  0.01
46 C -0.129 -2.831 -2.960  -0.29
47 C 0.027 -3.669 -1.875  -1.32
48 C -0.040 -2.820 -0.771  -0.66
49 N -0.207 -1.560 -1.171  1.39
50 N -0.531 1.089 -3.008  0.17
51 C 0.071 2.107 -3.637  -0.09
52 C -0.337 3.310 -3.093  -1.55
53 C -1.226 2.960 -2.090  0.18
54 N -1.319 1.623 -2.054  0.93
55 H 0.758 -0.316 -4.095  -0.14
56 H -1.193 -0.629 -4.335  -0.09
57 H -0.137 -3.037 -4.017  0.46
58 H 0.163 -4.735 -1.884  0.45
59 H 0.022 -3.037 0.282  0.44
60 H 0.758 1.895 -4.436  0.49
61 H -0.036 4.299 -3.387  0.44
62 H -1.806 3.558 -1.409  0.55
63 N 6.053 -1.079 -1.934  -0.42
64 C 4.721 -1.170 -2.232  0.09
65 O 4.241 -2.135 -2.787  -0.60
66 C 3.890 0.009 -1.847  0.09
67 C 4.377 1.309 -1.796  -0.68
68 C 3.512 2.332 -1.445  -1.13
69 C 2.199 2.017 -1.145  -0.40
70 N 1.725 0.769 -1.180  1.11
71 C 2.553 -0.209 -1.535  -0.32
72 H 6.590 -1.920 -2.073  0.25
73 H 6.356 -0.464 -1.198  0.22
74 H 5.408 1.523 -2.047  0.53
75 H 3.852 3.358 -1.402  0.47
76 H 1.494 2.783 -0.847  0.27
77 H 2.150 -1.213 -1.552  0.34

Values from the calculation:
* ⟨S²⟩: 8.833
* multiplicity: 6



Which one is most stable, and which one is least stable? version 1 is the most stable of them, while version 2 is the least stable.